1.
This record from the OMol25 dataset describes a molecular structure, C38H30FN3O4PdSi in a non-equilibrium geometry. The level of theory is ωB97M-V/def2-TZVPD.

```
! RIJCOSX wB97M-V def2-TZVPD def2/J DEFGRID3
* xyz 2 1
Pd -0.84 -1.55 0.09
Si 0.64 2.14 -0.80
F 4.05 -4.51 0.54
O -0.30 0.74 -1.25
O -0.46 1.43 -3.47
O -3.21 -4.67 -1.24
O -1.37 -3.69 -0.55
N -1.85 -1.44 -1.87
N -2.29 -2.45 1.82
N -0.92 -5.90 4.81
C 2.52 0.67 -2.43
C -1.45 -5.05 4.27
C -2.51 -2.55 -2.24
C 4.43 2.67 -2.46
C 3.22 2.88 -1.83
C 2.57 1.79 2.87
C 0.07 4.93 -0.63
C -0.78 0.59 -2.49
C 1.00 2.06 1.06
C -1.64 -0.47 -2.80
C -3.03 -3.18 4.39
C 0.07 2.56 1.97
C 3.73 0.45 -3.05
C -2.10 -3.93 3.67
C -2.36 -3.68 -1.27
C 0.15 -0.91 2.11
C 1.74 -1.75 0.41
C -0.68 6.08 -0.78
C -3.20 -1.74 2.49
C -2.45 4.81 -1.78
C 3.08 -3.67 0.90
C -3.60 -2.08 3.77
C 4.70 1.44 -3.06
C 2.26 1.69 1.52
C -3.13 -2.69 -3.47
C -2.24 -0.57 -4.10
C -0.42 3.69 -1.06
C -1.70 3.65 -1.63
C 1.11 -1.85 1.70
C 1.64 2.29 3.76
C 2.24 1.89 -1.80
C 2.52 -3.79 2.17
C 0.37 2.65 3.32
C -3.00 -1.65 -4.41
C -1.94 6.02 -1.35
C -1.76 -3.54 2.37
C 2.70 -2.66 0.01
C 1.53 -2.92 2.55
H -2.05 0.22 -4.81
H -2.12 2.71 -1.95
H -2.54 6.91 -1.45
H -1.06 -4.12 1.78
H 0.09 0.07 1.66
H 3.93 -0.51 -3.52
H -3.63 -3.60 -3.75
H 0.35 1.95 -3.33
H -3.28 -3.46 5.40
H -3.64 -0.90 1.97
H 3.18 -2.60 -0.95
H -3.48 -1.73 -5.37
H -0.28 7.02 -0.44
H 1.04 4.98 -0.16
H 5.18 3.44 -2.48
H 1.78 -0.13 -2.42
H 1.90 2.43 4.80
H 1.10 -2.99 3.54
H 3.55 1.49 3.21
H 3.03 3.83 -1.36
H -0.36 3.03 4.01
H -3.42 4.75 -2.23
H 1.55 -0.88 -0.21
H -0.91 2.87 1.63
H 5.65 1.26 -3.54
H 2.88 -4.55 2.84
H -3.98 -4.60 -1.83
H -4.34 -1.48 4.28
H -0.24 -1.00 3.12
H 3.01 1.32 0.83
*
```

## Properties
ΔE to the lowest compared entry with this formula, charge and spin = 59.8 kcal/mol
Largest force on an atom = 4.387 eV/Å
Lowest unoccupied orbital energy (spin up / spin down) = -0.2958 / -0.2955 hartree
Gap between HOMO and LUMO (spin up / spin down) = 0.1711 / 0.2089 Eh

***

2.
This record from the OMol25 dataset describes a molecular structure, C38H31AuN3O4PS2 in a non-equilibrium geometry. The level of theory is ωB97M-V/def2-TZVPD.

```
! RIJCOSX wB97M-V def2-TZVPD def2/J DEFGRID3
* xyz 2 1
Au -0.45 0.53 0.77
S -2.79 1.88 -1.80
S 2.98 0.87 0.50
P -1.43 -1.57 0.58
O 0.46 1.07 3.59
O -3.79 3.08 -1.17
O -0.40 2.84 0.98
O -2.01 2.46 -2.85
N -0.35 0.10 3.06
N -1.73 1.86 -0.47
N 1.65 0.08 0.01
C -1.65 -2.93 4.47
C -0.43 -2.67 -0.43
C 0.79 -4.68 -0.87
C -1.31 2.96 0.12
C -1.29 -2.11 3.39
C -3.19 6.64 -0.90
C -2.99 -1.29 -0.27
C -5.41 -0.72 -1.47
C 3.58 1.79 -0.94
C 5.52 -1.92 1.95
C -0.14 -2.20 -1.71
C 2.64 2.30 -1.82
C 0.59 -2.99 -2.57
C -3.18 4.24 -0.86
C -1.86 -2.40 2.14
C 4.42 3.34 -3.05
C -3.14 -4.21 3.09
C -1.31 5.46 0.04
C -1.92 4.25 -0.24
C 4.64 -0.86 1.83
C 4.47 -1.26 -0.55
C -2.56 -3.96 4.32
C -3.85 -0.36 0.32
C -0.42 -1.00 3.71
C -5.06 -0.08 -0.29
C -2.79 -3.43 2.00
C 5.86 -2.66 0.83
C 4.15 -0.53 0.58
C -3.33 -1.92 -1.47
C 5.34 -2.33 -0.41
C 1.05 -4.24 -2.15
C 5.35 2.84 -2.15
C -3.83 5.44 -1.15
C 3.07 3.07 -2.88
C -1.92 6.66 -0.32
C 0.05 -3.90 0.01
C 4.94 2.06 -1.09
C -4.55 -1.63 -2.06
H 0.80 -2.65 -3.57
H 4.34 -0.28 2.70
H -2.66 -2.63 -1.92
H -4.82 -2.13 -2.97
H -1.43 7.60 -0.12
H -0.35 5.46 0.54
H 6.39 3.06 -2.28
H -3.67 7.57 -1.18
H 1.59 2.12 -1.66
H 5.66 1.67 -0.38
H 4.74 3.95 -3.88
H 1.61 -4.86 -2.83
H -5.74 0.62 0.17
H -0.17 -4.25 1.01
H 1.15 -5.64 -0.55
H -2.82 -4.57 5.18
H 2.34 3.47 -3.57
H 5.93 -2.17 2.92
H 0.25 1.90 3.13
H 1.62 -0.09 -0.99
H -0.50 -1.23 -2.02
H 5.62 -2.91 -1.28
H -3.24 -3.62 1.04
H 4.07 -1.01 -1.51
H -3.86 -5.00 2.97
H 0.13 -1.09 4.65
H -4.81 5.40 -1.60
H -3.57 0.11 1.25
H -1.22 -2.74 5.44
H 6.53 -3.50 0.93
H -6.36 -0.50 -1.94
*
```

## Properties
Largest force on an atom = 1.941 eV/Å
Lowest unoccupied orbital energy = -0.3073 hartree
Gap between HOMO and LUMO = 0.1843 Eh

***

3.
This record from the OMol25 dataset describes a molecular structure, C38H31BrIN3O9Sn. The level of theory is ωB97M-V/def2-TZVPD.

```
! RIJCOSX wB97M-V def2-TZVPD def2/J DEFGRID3
* xyz -2 1
I -0.94 -7.61 -1.48
Sn 0.10 0.05 1.09
Br 0.03 -2.09 4.06
O 4.22 1.82 3.94
O 2.46 -2.76 -1.71
O -3.86 -2.30 2.15
O 2.88 3.88 5.55
O 2.10 0.51 2.29
O 1.07 -1.19 -0.90
O -0.28 1.95 2.56
O 0.13 4.15 4.55
O -1.87 -1.37 1.63
N 1.08 -2.35 1.53
N 0.81 2.34 -0.63
N -1.29 0.86 -1.55
C 4.28 3.17 0.34
C 3.03 2.10 3.91
C 2.78 4.73 1.36
C 1.73 -2.95 0.53
C -3.18 -1.81 -3.24
C -0.95 1.90 -2.19
C 3.46 1.33 -1.17
C -2.35 -3.55 0.82
C -1.15 -4.62 -0.98
C 1.98 1.50 3.08
C -2.18 -0.88 -2.99
C -3.48 -0.04 -1.10
C -1.58 -5.85 -0.51
C -2.74 -2.30 1.61
C -2.79 -4.79 1.26
C 0.75 3.81 -2.58
C -0.90 -0.89 -3.80
C 1.78 -2.24 -0.83
C -1.54 -3.47 -0.30
C 3.22 2.54 -0.31
C 1.93 3.03 -0.09
C -4.46 -0.98 -1.39
C -2.39 -5.96 0.61
C 0.29 4.65 0.93
C 0.94 3.30 4.21
C 1.69 4.13 0.73
C -1.68 2.41 -3.41
C 4.06 4.25 1.18
C 0.76 2.22 3.24
C 2.28 -4.22 0.67
C 0.96 -2.99 2.68
C 2.12 -4.89 1.87
C -2.34 0.00 -1.92
C 1.45 -4.26 2.91
C -3.59 0.90 0.07
C -4.32 -1.86 -2.44
C 0.26 2.67 -1.71
C 2.36 3.20 4.70
H -0.93 -1.68 -4.55
H 3.15 0.42 -0.65
H 1.28 -4.74 3.86
H -1.98 3.45 -3.26
H -2.71 -6.92 0.97
H -4.54 0.75 0.59
H 2.60 5.57 2.03
H -0.40 3.83 1.12
H 4.89 4.71 1.71
H 5.28 2.78 0.21
H 2.87 1.36 -2.09
H -5.08 -2.62 -2.63
H -1.04 2.38 -4.29
H -2.56 1.80 -3.59
H -2.78 0.71 0.78
H -0.75 0.06 -4.33
H 2.51 -5.89 2.00
H 0.01 4.61 -2.62
H -3.51 1.94 -0.24
H -0.03 -1.03 -3.16
H -5.32 -1.05 -0.73
H -0.51 -4.54 -1.85
H -3.45 -4.84 2.12
H 2.79 -4.65 -0.18
H -1.19 -2.50 -0.63
H 1.68 4.20 -2.17
H 0.93 3.46 -3.60
H 4.51 1.24 -1.43
H 0.25 5.33 1.78
H -0.05 5.20 0.04
H -3.05 -2.52 -4.05
*
```

## Properties
ΔE to the lowest compared entry with this formula, charge and spin = 2.3 kcal/mol
Largest force on an atom = 0.702 eV/Å
Lowest unoccupied orbital energy = 0.1214 hartree
Gap between HOMO and LUMO = 0.1895 Eh

***

4.
This record from the OMol25 dataset describes a molecular structure, C38H31Cl2FN5O8Rb in a non-equilibrium geometry. The level of theory is ωB97M-V/def2-TZVPD.

```
! RIJCOSX wB97M-V def2-TZVPD def2/J DEFGRID3
* xyz -2 1
Rb -1.72 0.63 -0.45
Cl -3.31 3.55 3.95
Cl -5.10 -0.54 7.02
F 1.47 -0.25 -1.72
O -2.58 1.86 -5.82
O 1.31 1.84 -0.81
O -3.29 1.40 1.76
O 3.57 3.34 -6.45
O 1.99 2.44 -7.63
O -3.44 -1.27 0.98
O 3.19 2.66 -1.68
O -2.57 1.22 -3.65
N 2.45 2.86 -6.56
N -6.56 -3.00 -3.08
N 1.78 2.85 -1.72
N 1.22 -0.10 1.14
N -1.94 -1.86 -2.34
C -3.69 0.99 2.85
C -4.04 -2.42 -3.31
C 1.31 2.65 -3.08
C -3.80 1.84 4.04
C -5.44 -2.70 -3.14
C -4.49 -0.81 4.35
C 1.58 -3.05 1.23
C 2.09 2.96 -4.20
C 1.45 -0.66 4.83
C 2.95 -3.03 0.46
C -3.52 -2.46 -4.59
C 2.11 0.72 -0.89
C -3.92 -1.41 2.06
C -2.07 1.72 -4.70
C -4.22 1.38 5.26
C -4.11 -0.37 3.12
C 1.65 -2.75 3.66
C 4.65 0.71 -1.22
C 1.35 -0.72 2.42
C -0.17 1.99 3.01
C -0.63 2.20 -4.53
C -3.22 -2.18 -2.23
C -4.55 0.06 5.41
C 3.68 0.12 0.98
C 1.12 1.52 3.66
C -0.02 2.28 -3.30
C 1.32 0.00 3.61
C 1.52 2.79 -5.42
C 2.34 0.18 0.53
C 3.33 1.19 -1.70
C 1.55 -2.16 2.46
C 4.78 0.22 0.04
C -1.43 -1.79 -3.57
C 2.36 2.27 3.21
C 1.59 -2.03 4.86
C 0.46 -2.86 0.15
C 0.19 2.46 -5.64
C -2.19 -2.12 -4.72
H 3.94 -0.27 1.99
H -1.72 -2.12 -5.68
H 5.79 -0.09 0.35
H 3.11 3.28 -4.12
H 3.85 -2.88 1.05
H -0.24 2.32 -6.65
H -0.41 3.00 3.33
H -0.01 2.16 1.94
H -4.79 -1.87 4.46
H 1.43 -4.05 1.62
H -4.36 -2.37 2.38
H 5.43 0.67 -1.95
H 3.12 -3.95 -0.09
H -1.02 1.40 3.13
H -0.39 -1.47 -3.60
H -0.52 -3.01 0.56
H 1.72 -2.56 5.80
H 0.56 -3.62 -0.65
H 2.93 -2.22 -0.25
H 0.56 -1.91 -0.29
H 2.56 2.24 2.12
H -4.12 -2.67 -5.47
H 3.22 1.84 3.61
H 2.26 3.29 3.59
H 3.07 0.84 -2.67
H -0.62 2.02 -2.47
H 1.45 -0.06 5.74
H 1.74 -3.86 3.73
H -3.60 -2.16 -1.25
H 1.00 1.70 4.76
H -4.30 2.01 6.11
*
```

## Properties
ΔE to the lowest compared entry with this formula, charge and spin = 0.0 kcal/mol
Largest force on an atom = 2.906 eV/Å
Lowest unoccupied orbital energy = 0.1303 hartree
Gap between HOMO and LUMO = 0.2063 Eh

***

5.
This record from the OMol25 dataset describes a molecular structure, C38H32Br6N6O12 in a non-equilibrium geometry. The level of theory is ωB97M-V/def2-TZVPD.

```
! RIJCOSX wB97M-V def2-TZVPD def2/J DEFGRID3
* xyz 0 1
Br 6.33 -1.35 -1.85
Br 5.44 1.64 -2.49
Br 5.14 -0.47 -4.74
Br -3.14 -3.85 1.93
Br -0.29 -4.99 1.61
Br -1.52 -2.92 -0.65
O -2.83 2.59 -4.41
O 5.97 -5.80 4.99
O 1.27 7.06 -3.84
O 0.90 -0.98 2.45
O -3.00 2.49 -0.48
O 0.63 1.16 2.50
O -4.01 -5.28 6.93
O -5.02 2.30 0.09
O -0.27 7.10 -2.38
O 3.99 -5.31 4.28
O -1.39 3.65 -3.24
O -4.70 -3.58 5.75
N 0.82 6.79 -2.75
N -3.82 -4.28 6.28
N 5.16 -5.60 4.12
N 0.89 0.11 1.93
N -2.52 3.46 -3.64
N -4.09 1.95 -0.58
C 1.02 5.47 -0.64
C -2.31 -2.56 5.28
C 4.79 -5.23 1.70
C -4.90 4.09 -3.41
C 0.95 0.15 0.46
C 0.39 1.20 -0.24
C -2.47 -3.82 5.84
C -5.51 6.06 -2.24
C -3.17 5.56 -2.53
C 3.10 4.28 -0.21
C 7.03 -6.77 1.06
C -4.17 6.42 -2.11
C 1.56 5.87 -1.86
C -3.28 0.35 -2.41
C 6.68 -6.55 2.40
C 5.14 -5.38 0.38
C -5.63 0.47 -1.75
C -1.01 -2.18 4.96
C 6.22 -6.22 0.08
C -3.61 -0.70 -3.27
C 0.06 -3.03 5.17
C -4.93 -1.10 -3.42
C 1.64 -0.90 -1.58
C -5.85 4.90 -2.82
C 3.63 4.80 -1.37
C -4.31 0.87 -1.64
C 2.81 5.56 -2.20
C -0.22 -4.34 5.61
C -3.58 4.39 -3.18
C 5.54 -5.82 2.66
C 0.35 1.13 -1.63
C 0.95 0.10 -2.27
C 1.76 4.60 0.17
C 6.14 0.03 -3.19
C -5.95 -0.50 -2.70
C -1.47 -4.71 6.08
C -1.35 -3.46 1.26
C 1.61 -0.89 -0.17
H -6.91 -0.73 -2.91
H 0.60 -5.05 5.68
H 2.00 -1.67 0.45
H -1.71 -5.68 6.46
H -5.17 3.32 -4.11
H 4.55 -4.84 -0.40
H 7.27 -6.93 3.19
H -6.85 4.47 -2.84
H 6.49 -6.39 -0.98
H 3.18 5.75 -3.25
H 0.08 5.87 -0.31
H 7.15 0.27 -3.54
H 1.05 -2.71 4.88
H -0.22 1.88 -2.15
H 1.34 4.30 1.12
H -2.78 -1.03 -3.92
H 4.66 4.67 -1.60
H 0.97 0.31 -3.32
H -3.81 7.32 -1.59
H -6.31 6.71 -1.88
H -5.14 -1.82 -4.18
H 2.22 -1.64 -2.04
H -0.94 -2.57 1.71
H -3.10 -1.86 5.12
H -0.89 -1.18 4.53
H 3.85 -4.70 1.97
H -2.13 5.78 -2.31
H -0.09 2.01 0.26
H -2.27 0.77 -2.36
H 3.77 3.75 0.47
H 7.94 -7.31 0.87
H -6.40 0.90 -1.15
*
```

## Properties
ΔE to the lowest compared entry with this formula, charge and spin = 29.0 kcal/mol
Largest force on an atom = 3.978 eV/Å
Lowest unoccupied orbital energy = -0.0225 hartree
Gap between HOMO and LUMO = 0.3305 Eh